# 1
This record from the Open Molecules 2025 dataset describes an isolated molecule of C2H5NO2 at a distorted geometry. The level of theory is the ωB97M-V functional and the def2-TZVPD basis.

```
10
Properties=species:S:1:pos:R:3:forces:R:3:mulliken_charge:R:1
C 1.81363 -0.05108 0.00638 2.7 -1.0 0.3 -0.52
O 0.55125 -0.75727 -0.03451 -0.3 1.1 -0.6 -0.34
C -0.50520 0.11704 -0.01026 1.6 -1.8 0.4 0.65
N -1.68825 -0.49585 0.07467 -4.4 2.1 -1.8 -0.47
O -0.32909 1.28423 0.01835 -0.3 2.6 -0.2 -0.55
H 2.54149 -0.88516 -0.63593 -1.8 2.8 2.1 0.20
H 2.07181 -0.09704 1.25554 -0.1 0.7 -3.9 0.22
H 1.87917 1.11406 -0.55289 -0.5 -3.8 2.0 0.27
H -1.79574 -1.49201 -0.08275 0.2 0.4 -0.2 0.24
H -2.50678 0.21970 -0.35415 2.9 -3.0 1.8 0.31
```
Positions in Å, forces in eV/Å.

multiplicity	1
HOMO-LUMO gap	11.34	eV
LUMO energy	0.8	eV
M	75.067	g mol⁻¹
HOMO level	-0.388	Eh
SMILES	COC(N)=O



# 2
This record from the Open Molecules 2025 dataset describes an isolated molecule of C2H5NO2 at a distorted geometry. The level of theory is the ωB97M-V functional and the def2-TZVPD basis.

```
10
Properties=species:S:1:pos:R:3:forces:R:3:mulliken_charge:R:1
O 1.82296 -0.21003 -0.46270 0.0 -2.7 0.2 -0.50
C 0.67720 -0.16567 -1.26656 -1.8 3.2 0.4 -0.13
N -0.31885 -1.09395 -0.62749 0.5 0.6 1.5 -0.32
C -0.60771 -0.71579 0.87986 0.6 -0.3 -3.6 -0.14
O -1.43651 -0.34189 -0.16242 -1.3 0.7 0.4 -0.30
H 1.70163 -1.14885 -0.07722 1.1 2.1 -0.6 0.36
H 0.29813 0.98173 -1.25211 0.5 -2.6 0.2 0.22
H 0.76520 -0.37532 -2.36405 0.4 -0.6 1.1 0.25
H -0.93153 -1.49789 1.49640 -0.5 -1.3 0.5 0.27
H -0.01372 -0.00046 1.38096 0.6 1.1 0.0 0.28
```
Positions in Å, forces in eV/Å.

multiplicity	1
HOMO-LUMO gap	10.74	eV
LUMO energy	1.0	eV
M	75.067	g mol⁻¹
HOMO level	-0.360	Eh
SMILES	OCN1CO1



# 3
This record from the Open Molecules 2025 dataset describes an isolated molecule of C2H5NO2 at a distorted geometry. The level of theory is the ωB97M-V functional and the def2-TZVPD basis.

```
10
Properties=species:S:1:pos:R:3:forces:R:3:mulliken_charge:R:1
C -1.11501 -0.35851 1.28060 -0.1 0.0 -0.1 -0.90
C -0.06939 0.02058 0.29550 0.8 0.5 0.3 0.05
N -0.20157 -0.29252 -0.91647 -1.1 -0.5 0.6 -0.17
O 0.60249 -0.04357 -1.88733 0.9 0.2 -1.7 -0.11
O 1.85504 0.70701 -1.57323 -0.2 0.1 1.1 -0.37
H -0.68434 -0.98825 2.05603 0.0 -0.1 0.1 0.26
H -1.91734 -0.89429 0.78486 -0.1 -0.1 0.0 0.27
H -1.51709 0.53209 1.75938 -0.1 0.1 0.1 0.26
H 0.79863 0.56813 0.65242 0.1 0.0 -0.1 0.39
H 2.24856 0.74934 -2.45176 -0.2 -0.2 -0.2 0.31
```
Positions in Å, forces in eV/Å.

multiplicity	1
HOMO-LUMO gap	10.36	eV
LUMO energy	0.9	eV
M	75.067	g mol⁻¹
HOMO level	-0.349	Eh
SMILES	C/C=N/OO



# 4
This record from the Open Molecules 2025 dataset describes an isolated molecule of C2H5NO2 at a distorted geometry. The level of theory is the ωB97M-V functional and the def2-TZVPD basis.

```
10
Properties=species:S:1:pos:R:3:forces:R:3:mulliken_charge:R:1
N 1.19347 0.06625 -0.46209 0.1 0.1 0.0 -0.52
C 0.00180 -0.85867 0.40406 -0.1 -0.6 0.1 0.73
O 0.42806 -1.92047 0.78972 -0.2 0.4 -0.3 -0.59
C -1.12471 -0.14633 0.15402 -0.3 -0.4 0.6 -0.70
O -1.07835 1.25246 -0.01659 -0.1 -0.1 0.1 -0.56
H 1.95836 -0.55567 -0.71830 -0.3 0.1 0.0 0.29
H 1.52108 0.93741 -0.05926 -0.1 -0.1 -0.1 0.29
H 0.50907 0.22702 -1.20356 0.9 0.4 -0.3 0.37
H -2.09175 -0.60874 0.26008 -0.1 0.0 0.3 0.37
H -1.31704 1.60674 0.85194 0.1 0.2 -0.4 0.32
```
Positions in Å, forces in eV/Å.

multiplicity	1
HOMO-LUMO gap	8.05	eV
LUMO energy	0.5	eV
M	75.067	g mol⁻¹
HOMO level	-0.279	Eh
SMILES	[NH3+]/C([O-])=C\O



# 5
This record from the Open Molecules 2025 dataset describes a cluster of 2 separate species, C2H5NO2 in total at a distorted geometry. The level of theory is the ωB97M-V functional and the def2-TZVPD basis.

```
10
Properties=species:S:1:pos:R:3:forces:R:3:mulliken_charge:R:1
O -0.54925 -3.83903 1.25322 -0.4 0.1 -1.0 -0.44
C 0.52588 -3.37363 1.06992 2.0 0.3 1.1 0.26
O 1.20616 -2.96070 -0.02393 -0.9 -0.2 -0.7 -0.39
H 1.28464 -3.21071 1.85985 -0.5 -0.1 0.3 0.26
H 0.71279 -3.04382 -0.85919 -0.2 -0.1 0.3 0.32
C -0.68643 2.91902 -0.97734 3.3 2.2 4.4 -0.10
N -1.01721 4.13468 -0.72726 -4.0 -0.5 -2.7 -0.58
H -0.89282 1.99640 -1.51095 -0.8 1.1 -1.2 0.25
H 0.15433 2.89459 -0.26416 0.3 -2.7 -0.2 0.15
H -0.73809 4.48320 0.17984 1.2 -0.1 -0.3 0.28
```
Positions in Å, forces in eV/Å.

multiplicity	1
HOMO-LUMO gap	9.57	eV
LUMO energy	0.4	eV
M	75.067	g mol⁻¹
HOMO level	-0.336	Eh
SMILES	O=CO.C=N



# 6
This record from the Open Molecules 2025 dataset describes an isolated molecule of C2H5NO2S at a distorted geometry. The level of theory is the ωB97M-V functional and the def2-TZVPD basis.

```
11
Properties=species:S:1:pos:R:3:forces:R:3:mulliken_charge:R:1
C -0.19861 -0.22004 -0.03269 -1.3 1.0 0.5 0.92
C -1.64823 0.16024 -0.32553 1.6 -2.3 -1.3 -1.15
N 0.78698 0.46491 -0.42147 -0.1 0.6 -0.6 -0.48
O 3.19498 -0.01456 -0.97886 2.5 -0.7 -3.7 -0.50
O -0.10962 -1.22953 0.83145 -0.4 -1.4 1.3 -0.51
S 2.36226 0.15336 0.13529 -1.9 1.8 4.2 0.30
H -0.97773 -1.54753 1.20293 1.3 0.7 -0.9 0.33
H -2.19924 -0.77599 -0.15890 -0.4 0.2 -1.1 0.33
H -1.77630 0.70655 -1.25079 -0.2 -0.4 -0.2 0.30
H -1.98817 0.72020 0.45431 -0.7 2.1 2.2 0.36
H 2.55368 1.58237 0.54425 -0.6 -1.7 -0.4 0.11
```
Positions in Å, forces in eV/Å.

multiplicity	1
HOMO-LUMO gap	8.97	eV
LUMO energy	0.3	eV
M	107.134	g mol⁻¹
HOMO level	-0.319	Eh



# 7
This record from the Open Molecules 2025 dataset describes a cluster of 2 separate species, C2H5NO2S in total at a distorted geometry. The level of theory is the ωB97M-V functional and the def2-TZVPD basis.

```
11
Properties=species:S:1:pos:R:3:forces:R:3:mulliken_charge:R:1
C 0.97836 -0.60822 1.76143 2.3 -0.1 1.2 -0.50
N -0.18297 -0.24027 1.44427 -1.8 -1.9 -1.0 0.59
O -0.82065 0.79089 1.53847 0.0 0.8 0.5 -0.58
O -0.94425 -1.29864 0.76519 0.6 1.6 -0.3 -0.42
H 1.49564 -1.50303 1.46343 -0.9 -0.4 -0.4 0.27
H 1.56198 0.00733 2.41560 -0.1 0.7 0.0 0.30
H -1.40355 -0.65740 0.17342 -0.3 -1.0 0.3 0.32
C -0.24018 0.88923 -1.53174 -1.7 -0.1 1.3 -0.28
S 1.25501 1.14167 -1.02936 0.2 0.3 -0.6 -0.16
H -0.61745 -0.17142 -1.48116 0.3 1.1 -0.8 0.20
H -1.05517 1.69784 -1.58564 1.4 -1.1 -0.3 0.26
```
Positions in Å, forces in eV/Å.

multiplicity	1
HOMO-LUMO gap	8.32	eV
LUMO energy	-0.6	eV
M	107.134	g mol⁻¹
HOMO level	-0.327	Eh
SMILES	C=[N+]([O-])O.C=S



# 8
This record from the Open Molecules 2025 dataset describes a cluster of 2 separate species, C2H5NO2S in total at a distorted geometry. The level of theory is the ωB97M-V functional and the def2-TZVPD basis.

```
11
Properties=species:S:1:pos:R:3:forces:R:3:mulliken_charge:R:1
C -1.08192 0.29660 -0.65858 -1.2 -0.5 0.0 -0.53
C 0.92196 1.07465 0.48472 2.2 0.0 -0.4 -0.66
N -0.89415 -0.95205 -0.70250 0.2 -0.6 -0.5 -0.29
O 2.47256 -0.93123 0.33421 0.4 -0.7 -0.1 -0.49
O -1.30632 -1.66320 0.41282 -0.1 0.5 0.2 -0.36
S 2.20652 0.37809 -0.25379 -1.5 1.0 1.0 0.37
H -1.62458 0.81266 0.13035 0.0 -0.1 0.1 0.46
H -0.82249 0.83718 -1.55218 0.1 0.1 -0.1 0.36
H 0.67457 2.08073 0.20955 -0.1 0.3 -0.2 0.40
H 0.47964 0.63839 1.36007 -0.1 -0.3 0.2 0.38
H -1.02579 -2.57182 0.23533 0.0 0.3 -0.1 0.37
```
Positions in Å, forces in eV/Å.

multiplicity	1
HOMO-LUMO gap	8.70	eV
LUMO energy	-0.3	eV
M	107.134	g mol⁻¹
HOMO level	-0.332	Eh



# 9
This record from the Open Molecules 2025 dataset describes a cluster of 2 separate species, C2H5NO2S in total at a distorted geometry. The level of theory is the ωB97M-V functional and the def2-TZVPD basis.

```
11
Properties=species:S:1:pos:R:3:forces:R:3:mulliken_charge:R:1
C 2.19500 -1.28489 -0.00317 0.3 -0.3 0.2 -0.20
C -1.00556 -0.73020 0.49833 -3.7 2.9 -3.3 -0.90
N 2.05800 -0.37106 -0.70434 0.5 -0.2 -0.3 -0.16
O -1.63542 1.77992 0.32674 0.2 -0.1 0.0 -0.58
O 0.07796 0.97762 -1.23073 0.3 0.2 -4.1 -0.64
S -0.52202 0.92394 0.02925 -0.2 1.5 3.9 0.85
H 0.65711 1.32552 0.79301 -1.9 -0.9 0.0 0.18
H -1.29274 -1.21868 -0.43363 0.4 -0.1 0.0 0.33
H -0.25006 -1.13135 0.95404 4.2 -2.8 2.7 0.37
H -1.90625 -0.61775 1.05768 -0.4 0.1 0.8 0.35
H 1.62397 0.34694 -1.28718 0.3 -0.3 0.2 0.40
```
Positions in Å, forces in eV/Å.

multiplicity	1
HOMO-LUMO gap	12.01	eV
LUMO energy	0.5	eV
M	107.134	g mol⁻¹
HOMO level	-0.423	Eh



# 10
This record from the Open Molecules 2025 dataset describes an isolated molecule of C2H5NO2S at a distorted geometry. The level of theory is the ωB97M-V functional and the def2-TZVPD basis.

```
11
Properties=species:S:1:pos:R:3:forces:R:3:mulliken_spin:R:1
C 0.53829 -0.46182 -0.42758 -0.9 0.5 1.7 0.01
C 0.01162 1.06033 -0.09566 0.8 -0.5 -1.1 -0.01
N 1.02643 2.10967 -0.01488 -4.7 -1.1 3.7 0.81
O 3.23843 3.11950 -0.35678 1.7 1.2 2.4 0.23
O 2.96456 0.77731 -1.24477 1.7 -3.5 0.7 0.16
S 2.46214 1.94482 -0.60555 0.9 2.9 -6.7 0.68
H 1.24438 -0.38836 -1.25542 -0.3 -0.3 0.3 0.00
H 1.05517 -0.89694 0.50488 -0.6 0.8 -1.4 0.00
H -0.28139 -1.19686 -0.66477 0.5 1.1 0.2 0.00
H -0.64372 1.22703 0.78073 0.3 -0.5 -0.3 0.04
H -0.60267 1.49420 -0.95772 0.4 -0.7 0.6 0.09
```
Positions in Å, forces in eV/Å.

multiplicity	3
HOMO-LUMO gap (alpha / beta)	6.57 / 7.65	eV
⟨S²⟩	2.009
LUMO energy (alpha / beta)	0.1 / -3.4	eV
M	107.134	g mol⁻¹
HOMO level (alpha / beta)	-0.237 / -0.406	Eh